## P
The following is a quantum chemistry calculation of a cluster of 7 separate species, H14O7 in total, from OMol25.

2S+1 = 1
structure (SMILES) = O.O.O.O.O.O.O
gap between HOMO and LUMO = 0.416 hartree
total charge = 0

The geometry in XYZ format:
```
21
H14O7 | OMol25 | ωB97M-V with the def2-TZVPD basis set
O -0.23113 -0.71335 -1.51320
H -0.75146 -1.47896 -1.71571
H 0.65217 -1.05776 -1.28983
O -1.57520 -1.24807 0.88971
H -1.06279 -1.05485 0.11682
H -0.85548 -1.24628 1.56992
O -1.86906 1.37165 0.37701
H -1.84757 0.41745 0.70346
H -2.47177 1.87691 0.92271
O -0.19339 1.97760 -1.99461
H -0.98736 2.13487 -1.46105
H -0.22299 1.02038 -2.05633
O 0.70229 1.67832 0.62032
H 0.74017 1.69046 -0.36301
H -0.27510 1.74191 0.72283
O 1.07596 -0.77571 1.71389
H 1.02943 0.11508 1.24427
H 1.77027 -0.62156 2.34220
O 2.13699 -1.63367 -0.52348
H 1.80667 -1.68216 0.38627
H 2.42935 -2.51225 -0.69220
```

---

## Q
The following is a quantum chemistry calculation of a cluster of 7 separate species, H14O7 in total, from OMol25.

2S+1 = 1
structure (SMILES) = O.O.O.O.O.O.O
gap between HOMO and LUMO = 0.393 hartree
total charge = 0

The geometry in XYZ format:
```
21
H14O7 | OMol25 | ωB97M-V with the def2-TZVPD basis set
O -0.62078 0.29007 -0.57702
H -0.33604 1.20977 -0.62258
H -1.43607 0.32213 -0.06393
O -0.51719 -0.11403 2.32726
H -0.49066 0.20712 1.41889
H -0.65735 0.68140 2.85322
O -2.10868 1.95831 0.54609
H -2.53996 1.71630 -0.28121
H -2.21336 2.91526 0.59394
O 0.31467 -2.24850 0.44516
H -0.22409 -1.62154 -0.05047
H 0.25699 -3.06319 -0.06664
O 4.47426 -1.52544 -0.39350
H 3.52077 -1.42132 -0.48841
H 4.83787 -0.72312 -0.78474
O 3.74164 1.97362 -0.76516
H 3.60184 2.34498 -1.64353
H 3.36318 2.63045 -0.16990
O -4.94612 -0.69950 -1.39866
H -5.87640 -0.81839 -1.17633
H -4.50920 -1.45612 -0.99169
```

---

Here are the energies relative to the best structure, in eV: P 0.000; Q 1.807.